Molecular formula: C19H17IN2O3S
Method: DFT, ωB97M-V with the def2-TZVPD basis set

XYZ file:
```
43
Properties=species:S:1:pos:R:3
O -3.57120 0.61523 -0.46799
C 1.75221 -5.14455 -0.75199
H -0.40731 2.19176 0.91358
H -0.75542 4.70857 1.68479
H -4.86274 4.06209 2.31119
O -0.24027 -4.53929 -1.97296
C -3.71189 2.37591 1.49046
C -1.33630 0.41710 -0.66461
N -2.44053 1.96350 0.88105
C 3.34301 -1.82289 -0.59031
C 3.92739 -4.35032 0.50313
C 2.59337 -2.95756 -0.89228
C 0.25306 -0.98299 -1.88789
H -0.49672 2.27122 -1.56767
H -4.30780 4.19039 0.62064
H -1.82569 4.31367 0.33009
H 0.34448 -2.53196 -3.47778
C -2.48610 1.07295 -0.14578
H -3.69826 1.93149 2.49101
H 4.26392 -5.26856 0.88391
N 1.51719 -3.06501 -1.79124
H 5.22371 -1.22103 0.32710
C 4.84514 -3.28131 0.66115
C -2.70437 4.49422 2.23928
S -1.06136 -1.35262 -0.79969
H -2.84373 5.56202 2.22934
C 0.93676 -4.27538 -1.63086
C 1.01154 -2.04071 -2.63329
C -3.96097 3.92156 1.59967
H 1.16805 0.66498 -2.82188
H -4.64115 1.99875 0.97478
I 6.81904 -3.60033 1.89368
C 2.77300 -4.22942 -0.36364
H 1.79584 -1.58005 -3.13854
H -1.13685 2.32854 2.58569
C -0.48620 1.21431 -1.46119
C -1.28265 2.55597 1.50724
C 0.44405 0.32205 -2.06397
C -1.55651 4.06643 1.37049
C 4.52712 -2.00912 0.19290
O 1.66448 -6.39089 -0.84015
H -2.54444 4.18525 3.26111
H 3.15509 -0.78391 -0.98860
```

The electronic energy comes out at -48034.73640 eV. The value obtained for the gap between HOMO and LUMO is 7.33 eV. As for the HOMO energy: -8.91 eV. The value obtained for the largest force on an atom is 6.387 eV/A. As for the spin multiplicity: 1. The LUMO energy comes out at -1.6 eV.


Molecular formula: C8H19N3O3P
Method: DFT, ωB97M-V with the def2-TZVPD basis set

XYZ file:
```
34
Properties=species:S:1:pos:R:3
H 1.06121 0.86176 1.10464
O -0.47020 -0.54754 0.10510
C 2.29271 0.03728 -0.39634
H -2.66831 -0.10874 0.23762
H 2.94301 4.15471 1.84633
C -2.03026 -1.24536 -2.37138
H -3.24387 0.56051 -2.16222
O -1.05795 1.59355 -1.36508
H 2.20903 2.58514 -0.16978
H 3.19220 0.04873 -0.94032
N -2.00428 3.64376 1.02549
C 2.51947 3.12538 2.05446
C -1.81547 -0.95357 0.15200
H 3.12503 2.63480 2.88603
H 3.74210 2.40081 0.55189
H -1.33528 -2.72612 -0.99135
H -3.07052 -2.22837 -0.88678
C -3.15107 -0.28064 -2.80193
P -0.21294 0.43776 -1.11492
O 1.32811 0.42280 -1.42456
N -3.01866 4.22165 0.80141
H -2.88163 0.08162 -3.79793
H -4.03704 -0.88027 -2.84036
H 1.48317 3.19093 2.16863
H -1.99910 -1.38136 1.11636
H -1.12817 -0.64945 -2.24173
C 2.22164 0.93136 0.83940
H -3.00012 5.04761 0.24896
C -2.07753 -1.95989 -0.98676
N -1.17202 2.97404 1.45889
H 2.19721 -1.00018 -0.18386
H 2.59939 0.33074 1.70294
C 2.64448 2.32658 0.75951
H -1.67849 -1.92689 -3.07946
```

The electronic energy comes out at -28495.67952 eV. The value obtained for the gap between HOMO and LUMO is 7.31 eV. The value obtained for the relative energy (zero: lowest compared OMol25 entry of this formula, charge and spin) is 354.7 kJ/mol. As for the HOMO energy: -12.76 eV. Its net charge is +1. The value obtained for the largest force on an atom is 5.113 eV/A. As for the spin multiplicity: 1. The LUMO energy comes out at -5.4 eV.


Molecular formula: C44H92F6O22
Method: DFT, ωB97M-V with the def2-TZVPD basis set

XYZ file:
```
164
Properties=species:S:1:pos:R:3
H -2.09703 -1.45623 0.97718
H -0.70003 8.59212 0.71744
C -2.12386 -6.29800 -0.17506
C 2.34619 -2.03132 -1.82236
H -7.83117 2.21956 2.52302
O 0.52806 2.13037 -5.28087
H -4.22291 -4.21264 -2.17049
H -3.40163 -2.90829 1.14707
O -3.16209 -3.17691 -0.77441
F -1.74455 3.03919 4.25737
C -0.50680 -3.68473 5.94836
O -1.95186 -4.27942 -3.29337
C -0.78381 6.83707 -1.25878
C 1.48252 -1.72695 3.86144
C -0.48994 6.19285 -2.58636
H 2.34875 -1.06255 3.83932
F 2.58001 0.85066 0.77045
O 0.29451 7.54858 -0.72044
H -4.69381 -2.28310 0.06431
H -0.57438 -2.75378 6.51150
H 4.79110 7.85183 -3.03771
H 3.56276 -5.04042 0.48306
H 0.74968 6.50004 -4.71948
C -7.44250 1.94845 1.53130
C 0.88526 3.61302 -0.10980
H 1.52955 -2.23116 2.89226
H -2.95576 -8.19804 0.02495
H -2.11754 3.03575 -5.90605
H 1.80140 -5.74526 -1.95103
C 4.37175 7.43205 -0.98910
C -0.29583 6.78453 -4.86986
H 1.84057 3.33838 -0.56266
H 3.51247 3.05408 4.42434
H -0.86256 -3.87776 -1.55379
H -1.84429 -8.08305 2.53561
C 3.80527 0.47606 0.38613
H -5.48133 -0.44933 0.69371
H 3.28893 8.46205 -2.62299
H -2.95319 0.10758 2.80666
C -3.75028 -3.22991 -2.03847
H -1.34419 -6.79953 -0.75059
H -1.84427 1.21449 -4.21819
C -1.40346 -5.46614 0.85545
H 1.00642 -3.41586 0.11266
H 1.39232 -1.58454 -1.53688
F 4.06949 0.84095 -0.85793
H -6.36290 2.10781 1.50830
C -0.73593 3.53163 3.50739
O 1.58585 3.13087 4.11021
H 3.20380 -1.44312 -1.48568
H 0.83940 4.70248 -0.05590
H -0.64084 -5.38986 -2.34268
H 4.43124 5.71202 -3.39054
H 2.06411 2.85013 -4.01035
O 3.27009 5.52126 -1.63480
H 0.61521 0.03543 -5.61188
C 1.39352 -4.26803 7.39900
H 4.13732 8.32016 -0.40394
H 1.05721 3.40204 0.95412
C -0.30326 1.85955 -1.14834
O 3.56896 5.69362 0.56841
H -3.26028 -2.98820 -4.07491
H -0.01281 0.77449 0.61884
C -5.67594 -0.52073 1.76957
H -2.83100 -5.65179 -0.68859
O 2.53979 -3.34999 -1.30309
H -1.96618 -2.26917 -3.08919
C 3.98262 -1.04323 0.58755
H -0.93584 -2.30498 0.01418
C 5.70579 -3.39216 -1.52947
O 3.85401 -1.52150 1.67305
H 5.43278 -3.34749 0.41725
C 3.67374 6.16791 -0.52563
H 1.51182 -7.40632 -1.38674
C 2.09545 -3.50351 0.02442
O -5.00051 0.54328 2.40827
H 5.44138 -3.32912 -2.58582
C 0.17052 7.93744 0.61404
H -1.11180 6.06080 -0.55355
C -0.79112 0.85084 -0.15178
C -2.74789 -7.36278 0.69433
C -7.18817 -0.44135 1.88922
H 2.64758 1.60304 -5.17653
H 1.85384 0.68138 5.39337
H 3.08027 -6.49290 -1.31133
C -1.11688 -1.35070 0.51348
H -1.68073 7.45799 -1.36820
H 1.54923 -4.89783 8.27242
H 0.66825 -0.99302 3.81392
C 0.32075 -3.55573 4.67194
C 3.60371 6.19080 -2.86977
H 5.88358 -4.46695 -1.42631
C -2.70054 -3.07551 -3.13977
C -3.63937 0.62608 2.12792
H 0.11890 7.02869 1.23071
H 2.21749 -4.87780 1.63273
C -0.72182 -4.32036 -2.54014
O -7.78755 0.65257 1.16353
F -0.48721 4.73825 4.00696
F -1.20269 3.60741 2.27681
C -2.57690 2.13934 -6.33390
H -0.47331 7.52327 -5.64660
H 2.11280 -4.34983 6.57770
H -0.95640 5.23478 -2.84599
H -7.65512 -1.31167 1.43222
F 4.61084 1.11451 1.26532
C -1.55591 -7.62987 1.58719
O 0.12847 -4.58896 6.88995
H -7.89720 2.67305 0.85269
O 1.74966 -6.00759 0.16416
H 2.72909 6.14145 -3.51708
H -2.52716 2.37437 -7.40161
C -4.05467 -3.13735 0.30110
H -3.40554 1.69127 2.21452
H -0.32496 -1.16562 1.23979
H 1.06494 8.41970 1.00904
O -0.31137 3.18551 -0.70974
H 2.46655 -2.77254 0.75453
H -3.57662 -7.07017 1.33706
H 3.05150 1.70482 3.41492
H -0.42391 -3.25709 3.92567
H 5.44793 7.27300 -0.89844
C -1.31386 0.63334 -4.97568
H -7.59832 -0.33883 2.89712
C 1.99223 -6.46387 -1.14304
C 2.61550 1.44423 5.52817
H -0.93890 1.75998 -2.04031
C 3.92695 7.60842 -2.40615
H 6.63520 -2.85278 -1.34562
H -0.85485 5.90275 -5.21260
H -5.27111 -1.47209 2.12128
C 2.73601 2.30484 4.26812
O -1.05505 -0.46425 -0.61322
O -1.04025 -6.31828 1.86026
O 1.35463 -2.61563 4.95200
H 3.86060 -3.65284 -0.42522
H 2.40445 -2.10684 -2.90717
C 0.18198 0.80553 -4.95863
H -0.85214 -8.32491 1.12201
H 1.40822 -3.21677 7.72235
H 0.55936 5.86150 -2.63786
H -1.65666 1.29401 0.35123
C 4.75517 -3.03286 -0.37490
O 4.32514 -1.68167 -0.52483
O 0.50063 1.53542 3.00118
H 0.60174 0.49044 -3.99176
H -1.52910 -0.40705 -4.71694
H -3.57705 1.91109 -5.96462
H 0.72842 -4.51060 4.33429
O -0.79286 7.13697 -3.59426
C 1.92160 2.39433 -4.98969
C 0.50349 2.60779 3.52136
O -1.13080 -4.30117 0.86222
H -4.52426 -2.45616 -2.14712
H -3.45801 0.32754 1.08966
H 3.57547 0.92933 5.63785
C 2.48109 -4.88141 0.57156
H 0.11400 -3.98248 -3.15062
H 0.66676 1.66665 -1.62679
H 2.61321 2.08544 6.40752
H 2.10392 3.14382 -5.76290
O -1.76860 0.97817 -6.29591
H -4.60370 -4.03932 0.59899
H -1.44795 -4.18479 5.73222
```

The electronic energy comes out at -108456.84237 eV. The value obtained for the gap between HOMO and LUMO is 9.75 eV. The value obtained for the relative energy (zero: lowest compared OMol25 entry of this formula, charge and spin) is 44.7 kJ/mol. As for the HOMO energy: -9.21 eV. The value obtained for the largest force on an atom is 4.621 eV/A. As for the spin multiplicity: 1. The LUMO energy comes out at 0.5 eV.